{"formula": "C9H7NO2", "method": "ωB97M-V/def2-TZVPD", "smiles": "O=c1ccc2ccccc2n1O", "e_above_lowest_kcal_mol": 47.97, "elements": ["O", "C", "C", "C", "C", "C", "C", "C", "C", "C", "N", "O", "H", "H", "H", "H", "H", "H", "H"], "positions_angstrom": [[3.59994, -0.02971, 0.01113], [2.46387, -0.43341, 0.00347], [1.83420, -1.68798, -0.03004], [0.47853, -1.84406, -0.01338], [-0.42950, -0.76384, 0.02857], [-1.82474, -0.95501, 0.05593], [-2.69133, 0.10297, 0.03955], [-2.19503, 1.41239, -0.01934], [-0.84716, 1.64915, -0.02205], [0.05993, 0.57053, 0.01047], [1.38035, 0.75166, 0.02148], [1.97740, 1.99166, 0.00321], [2.48634, -2.54669, -0.09051], [0.06373, -2.84364, -0.04814], [-2.19996, -1.96699, 0.10202], [-3.75778, -0.06833, 0.06003], [-2.88352, 2.24486, -0.05132], [-0.45435, 2.65301, -0.04818], [2.93908, 1.76343, -0.01287]], "mulliken_charge": [-0.673, 0.408, -0.748, -0.272, 0.942, -0.744, -0.611, -0.402, -0.872, 0.524, 0.180, -0.457, 0.381, 0.381, 0.345, 0.381, 0.373, 0.468, 0.396]}

=====

{"formula": "C6H13N", "method": "ωB97M-V/def2-TZVPD", "e_above_lowest_kcal_mol": 156.91, "elements": ["C", "C", "C", "C", "N", "C", "C", "H", "H", "H", "H", "H", "H", "H", "H", "H", "H", "H", "H", "H"], "positions_angstrom": [[-0.26719, 0.72222, -2.11610], [0.89524, 0.44958, -1.20120], [0.33764, 0.02162, 0.08412], [0.20668, 0.78180, 1.40907], [-0.66633, 1.86450, 1.56510], [0.47953, -1.51175, 0.43091], [-0.88479, -2.24461, 0.13093], [-0.92524, 1.37234, -1.49942], [0.11122, 1.14893, -3.19283], [-0.93129, -0.19976, -2.26172], [1.34775, -0.31631, -1.69799], [1.47751, 1.43314, -1.00206], [1.12049, 0.65269, 2.10582], [-0.26212, 2.42199, 2.39427], [0.19160, 1.86753, 0.66106], [1.18156, -1.95786, -0.30991], [0.79118, -1.63524, 1.49572], [-1.11586, -2.23039, -0.98920], [-1.73301, -1.59028, 0.40381], [-1.19209, -3.33146, 0.51040]], "mulliken_charge": [-0.937, -0.658, 0.689, -0.547, -0.563, -0.782, -0.977, 0.372, 0.274, 0.190, 0.349, 0.276, 0.203, 0.294, 0.353, 0.270, 0.386, 0.218, 0.307, 0.283]}

=====

{"formula": "C12H22F2LiNO16S2", "method": "ωB97M-V/def2-TZVPD", "e_above_lowest_kcal_mol": 14.77, "elements": ["Li", "N", "S", "O", "O", "F", "S", "O", "O", "F", "C", "C", "O", "C", "O", "O", "H", "H", "H", "H", "C", "O", "C", "O", "O", "C", "H", "H", "H", "H", "H", "H", "C", "O", "C", "O", "O", "C", "H", "H", "H", "H", "H", "H", "C", "O", "C", "O", "O", "C", "H", "H", "H", "H", "H", "H"], "positions_angstrom": [[17.92025, 16.03961, 12.05038], [18.72734, 17.04352, 13.50411], [19.44834, 18.24001, 14.11597], [20.87074, 18.42244, 13.83680], [18.84864, 18.75859, 15.32182], [18.75250, 19.22321, 13.00733], [19.56330, 15.90657, 14.45268], [19.43439, 16.07950, 15.89077], [20.77130, 15.32001, 13.81903], [18.46784, 14.79594, 14.08056], [18.19838, 15.93175, 6.58613], [17.71854, 17.33415, 6.79547], [17.46518, 17.47128, 8.14619], [18.00203, 16.35171, 8.81414], [17.87499, 16.02253, 9.98737], [18.44632, 15.45587, 7.93010], [19.22339, 15.79336, 6.24219], [17.46706, 15.22524, 6.19355], [16.77491, 17.42643, 6.25774], [18.42300, 18.11623, 6.51227], [13.76318, 15.05287, 10.89227], [13.77036, 15.23561, 12.30124], [14.93355, 15.67970, 12.89166], [16.02072, 15.65041, 12.34116], [14.60723, 16.02711, 14.22051], [15.77417, 16.24187, 15.08087], [14.67757, 14.59131, 10.51953], [13.86186, 15.99400, 10.35130], [12.88992, 14.50277, 10.54169], [16.41544, 15.38119, 15.27088], [15.38073, 16.69269, 15.99194], [16.40925, 17.03063, 14.67760], [15.92746, 19.02734, 11.47480], [15.88120, 19.43534, 10.10357], [14.75235, 19.19375, 9.38090], [13.69461, 18.70995, 9.77885], [14.88175, 19.74758, 8.20276], [13.96412, 19.69439, 7.17652], [14.94360, 19.09865, 11.93852], [16.61772, 19.64780, 12.04636], [16.16896, 17.96833, 11.38393], [14.47045, 20.05868, 6.28264], [13.09090, 20.25238, 7.51452], [13.71904, 18.63456, 7.10725], [19.52977, 12.63429, 8.91960], [18.85239, 11.93259, 9.97868], [18.28224, 12.52117, 11.04858], [18.34084, 13.75343, 11.46773], [17.61177, 11.60453, 11.65550], [16.61795, 12.04220, 12.60399], [20.27806, 13.33608, 9.28789], [18.87505, 13.13617, 8.20717], [20.02746, 11.80633, 8.41473], [17.02835, 12.68204, 13.38519], [16.08004, 11.19582, 13.03107], [15.93577, 12.65435, 12.01407]], "mulliken_charge": [1.428, -0.188, 0.790, -0.585, -0.576, -0.310, 0.989, -0.553, -0.571, -0.247, -0.384, -0.363, -0.185, 0.072, -0.232, -0.191, 0.292, 0.261, 0.236, 0.327, -0.368, -0.384, 0.281, 0.171, -0.388, -0.416, 0.128, 0.096, 0.306, 0.218, 0.314, 0.093, -0.372, -0.309, 0.856, -0.623, -0.371, -0.668, 0.375, 0.247, 0.043, 0.199, 0.321, 0.316, -0.500, -0.385, 0.587, -0.405, -0.353, -0.295, 0.293, 0.152, 0.310, 0.143, 0.298, 0.084]}

=====

{"formula": "C6H21N3OSi2", "method": "ωB97M-V/def2-TZVPD", "smiles": "CCCC[SiH2]O[SiH2]CC(N)(N)N", "elements": ["C", "C", "C", "C", "Si", "O", "Si", "C", "C", "N", "N", "N", "H", "H", "H", "H", "H", "H", "H", "H", "H", "H", "H", "H", "H", "H", "H", "H", "H", "H", "H", "H", "H"], "positions_angstrom": [[0.23735, 4.01439, 0.28528], [0.39008, 3.72042, 1.78096], [-0.91675, 3.32193, 2.46085], [-1.56531, 2.08587, 1.82472], [-0.66111, 0.48806, 2.17992], [-0.12915, -0.21353, 0.77788], [-0.33454, -1.71887, 0.14159], [0.41162, -1.70192, -1.56511], [0.71334, -3.04251, -2.26559], [1.34927, -2.73645, -3.53256], [1.54812, -3.94193, -1.45879], [-0.48829, -3.79318, -2.61195], [-0.77827, 4.34780, 0.05259], [0.42972, 3.13708, -0.33382], [0.91559, 4.80211, -0.04255], [1.12155, 2.91861, 1.92387], [0.80103, 4.59444, 2.29107], [-1.61306, 4.16575, 2.43636], [-0.71748, 3.13557, 3.52140], [-2.59856, 1.97183, 2.16481], [-1.62254, 2.20862, 0.73876], [0.51727, 0.73632, 3.04304], [-1.53831, -0.49240, 2.87174], [-1.78301, -2.04261, 0.08625], [0.29383, -2.71883, 1.04342], [-0.26661, -1.13127, -2.20869], [1.32816, -1.10035, -1.51444], [1.45075, -3.61503, -4.03250], [2.28954, -2.38780, -3.38052], [1.01990, -4.34744, -0.69333], [2.30158, -3.41603, -1.02721], [-1.09142, -3.20477, -3.17560], [-1.01431, -4.04388, -1.78183]], "mulliken_charge": [-1.102, -0.248, -0.789, -0.655, 0.222, 0.210, 0.071, -0.900, 0.521, -0.630, -0.651, -0.677, 0.294, 0.244, 0.340, 0.214, 0.344, 0.331, 0.320, 0.385, 0.346, -0.145, -0.187, -0.158, -0.144, 0.358, 0.375, 0.334, 0.262, 0.261, 0.295, 0.277, 0.285]}

=====

The following electronic energy values (in eV) correspond, in order, to the records above: -15030.2300, -7916.0289, -74359.9304, -28838.2571.
The following HOMO-LUMO gap values (in eV) correspond, in order, to the records above: 7.9, 7.1, 9.8, 10.2.
The following lowest unoccupied orbital energy values (in eV) correspond, in order, to the records above: -0.2, 0.2, -0.2, 0.8.